(1)
DFT (wB97M-V/def2-TZVPD) results for a molecular structure, C25H28N8O2Pt.

Summary:
total charge	0
frontier orbital gap	0.23020	Eh
max |F|	0.00795	Eh/bohr
ΔE to the lowest compared entry with this formula, charge and spin	0.0000	eV

The geometry in XYZ format:
```
64
Properties=species:S:1:pos:R:3:nbo_charge:R:1
Pt 3.3964 -1.2374 -1.0929 0.053
C 0.7220 -1.8658 3.7812 -0.225
N 1.6014 -1.3478 2.7482 -0.180
C 1.6635 -1.6326 1.4458 0.216
N 2.6427 -0.9308 0.8970 -0.543
C 3.1534 -0.2158 1.9321 0.169
N 2.5457 -0.4328 3.0702 -0.276
C -0.7493 -1.6944 3.4934 -0.038
C -1.6482 -2.5917 4.0591 -0.187
C -3.0143 -2.4427 3.8673 -0.200
C -3.4959 -1.4075 3.0867 -0.179
C -2.5976 -0.5148 2.5067 -0.035
C -1.2281 -0.6502 2.7168 -0.217
C -3.1121 0.5275 1.6267 0.444
N -4.3347 0.7692 1.3011 -0.283
N -4.2979 1.7956 0.3707 -0.283
C -3.0558 2.0935 0.2056 0.444
O -2.2347 1.3345 0.9759 -0.422
C -2.4663 3.0488 -0.7243 -0.037
C -3.2652 3.5791 -1.7376 -0.179
C -2.7035 4.4317 -2.6682 -0.204
C -1.3524 4.7495 -2.5939 -0.187
C -0.5586 4.2408 -1.5744 -0.039
C 0.8951 4.6293 -1.4882 -0.232
N 1.7738 3.4916 -1.2808 -0.185
C 1.8025 2.2923 -1.8825 0.180
N 2.8075 1.5744 -1.4241 -0.479
C 3.3768 2.4060 -0.5196 0.134
N 2.7863 3.5733 -0.3921 -0.288
C -1.1213 3.3847 -0.6366 -0.205
H 1.0060 -1.3221 4.6819 0.248
H 0.9486 -2.9202 3.9478 0.218
H 1.0324 -2.3309 0.9166 0.260
H 3.9882 0.4547 1.8323 0.216
H -1.2766 -3.4164 4.6557 0.215
H -3.7028 -3.1464 4.3148 0.223
H -4.5544 -1.2870 2.9040 0.240
H -0.5406 0.0532 2.2651 0.234
H -4.3087 3.3015 -1.7879 0.239
H -3.3108 4.8379 -3.4656 0.223
H -0.9115 5.4044 -3.3355 0.215
H 1.0862 5.2880 -0.6411 0.245
H 1.1871 5.1648 -2.3937 0.212
H 1.0879 1.9896 -2.6305 0.215
H 4.2567 2.1446 0.0442 0.201
H -0.5068 2.9665 0.1510 0.233
C 4.3648 -1.8129 -2.5227 -0.458
H 4.1553 -2.6811 -3.1607 0.139
H 5.2868 -1.3295 -2.8718 0.144
C -0.7365 -0.6595 -1.0058 -0.616
C -0.6490 -1.9205 -1.8327 -0.058
O 0.3392 -2.7528 -1.2710 -0.557
C 0.5276 -3.9507 -1.9991 -0.053
C 1.5875 -4.7699 -1.2949 -0.639
H -1.3827 0.0745 -1.4901 0.206
H 0.2569 -0.2227 -0.8818 0.220
H -1.1464 -0.8742 -0.0188 0.196
H -0.3870 -1.6849 -2.8731 0.166
H -1.6167 -2.4418 -1.8496 0.159
H 0.8372 -3.7088 -3.0241 0.167
H -0.4259 -4.4939 -2.0629 0.157
H 2.4055 -4.1095 -0.9965 0.246
H 1.9873 -5.5344 -1.9613 0.211
H 1.1839 -5.2668 -0.4116 0.196
```

(2)
DFT (wB97M-V/def2-TZVPD) results for 5 unconnected molecules or ions with the total composition C25H28O9 in a non-equilibrium geometry.

Summary:
total charge	0
frontier orbital gap	0.27921	Eh
max |F|	0.36968	Eh/bohr
structure (SMILES)	Oc1ccc(O)cc1.Oc1ccc(O)cc1.Oc1ccc(O)cc1.Oc1ccc(O)cc1.CO
ΔE to the lowest compared entry with this formula, charge and spin	0.8991	eV

The geometry in XYZ format:
```
62
Properties=species:S:1:pos:R:3:nbo_charge:R:1
C -0.8501 -0.0629 0.9082 -0.269
O -1.5866 1.1562 1.2535 -0.751
H -0.5990 -0.7901 1.8176 0.196
H 0.0298 0.1718 0.2241 0.219
H -1.6136 -0.5627 0.1769 0.189
H -2.2932 1.0762 1.8238 0.508
C -1.5321 5.3186 -0.8233 -0.261
C -0.7396 5.9418 -1.7741 -0.267
C 0.6570 5.6166 -2.0722 0.263
C 1.1068 4.4230 -1.3815 -0.247
C 0.2468 3.8632 -0.3536 -0.291
C -1.0331 4.2157 -0.0529 0.294
O -1.6994 3.7564 1.0530 -0.738
O 1.3860 6.1789 -3.0317 -0.679
H -2.4227 5.8399 -0.4260 0.220
H -1.2328 6.9006 -2.2995 0.201
H 2.1389 4.0690 -1.5542 0.218
H 0.7376 3.2825 0.2405 0.191
H -1.4748 2.5983 0.9595 0.516
H 0.8480 6.3746 -3.8021 0.484
C 2.2276 -0.9583 -2.9354 -0.253
C 1.6501 -1.8212 -2.1024 -0.299
C 0.7408 -2.7577 -2.4803 0.299
C 0.5583 -2.8729 -3.9509 -0.257
C 1.1556 -2.0509 -4.8471 -0.277
C 2.0194 -1.0136 -4.3498 0.316
O 2.6427 -0.2846 -5.2987 -0.708
O 0.1562 -3.6700 -1.6372 -0.698
H 2.7998 -0.0630 -2.7016 0.224
H 1.9452 -1.4710 -1.1483 0.236
H -0.0565 -3.7041 -4.4101 0.207
H 1.1351 -1.9863 -5.9592 0.206
H 2.5201 -0.3255 -6.2402 0.503
H -0.2704 -4.5427 -2.0157 0.501
C -3.9119 -1.2350 1.1258 -0.288
C -3.8879 -2.6192 0.8061 -0.205
C -4.0670 -3.6849 1.7273 0.225
C -4.0633 -3.3223 3.0256 -0.222
C -3.9731 -1.9590 3.4692 -0.305
C -4.0385 -0.9311 2.5486 0.296
O -3.8762 0.3414 2.9969 -0.684
O -3.9574 -4.9695 1.3134 -0.629
H -3.9739 -0.6197 0.2240 0.250
H -4.0324 -3.0677 -0.2733 0.228
H -4.1565 -4.2102 3.7587 0.205
H -3.7359 -1.9078 4.3981 0.205
H -4.1437 0.2984 3.9212 0.488
H -4.4040 -5.4631 1.7116 0.440
C 3.7023 -1.8406 1.7407 -0.225
C 4.4588 -0.7645 1.2690 -0.257
C 4.0701 0.5461 1.6304 0.270
C 2.7820 0.7324 2.0235 -0.245
C 2.1529 -0.5128 2.6031 -0.214
C 2.5770 -1.7643 2.3327 0.212
O 1.8525 -2.8364 2.7092 -0.689
O 4.8290 1.6361 1.2932 -0.699
H 4.2136 -2.8665 1.4371 0.222
H 5.3844 -0.8113 0.5708 0.229
H 2.5501 1.6594 2.3494 0.218
H 1.3772 -0.5066 3.3099 0.195
H 1.2383 -2.7898 3.4991 0.494
H 5.7353 1.6232 1.6695 0.490
```

(3)
DFT (wB97M-V/def2-TZVPD) results for a molecular structure, C25H29B2F4N4O4Ti.

Summary:
total charge	+1
frontier orbital gap	0.26188	Eh
max |F|	0.01647	Eh/bohr
ΔE to the lowest compared entry with this formula, charge and spin	1.1589	eV

The geometry in XYZ format:
```
69
Properties=species:S:1:pos:R:3:nbo_charge:R:1
Ti 0.9694 -0.7687 0.6425 1.862
C 3.0105 -3.1741 3.4525 -0.680
C 2.4982 -2.0859 2.5668 0.321
N 1.6732 -2.2459 1.6164 -0.734
O -0.9096 -3.7453 1.4160 -0.636
B -0.7865 -4.0308 -0.2900 1.310
F -1.7922 -4.9133 -0.4919 -0.507
F 0.4785 -4.4934 -0.3694 -0.498
O -1.0759 -2.7922 -0.9345 -0.577
N -0.0883 -1.8261 -0.9704 -0.273
C 0.2495 -1.4855 -2.1600 0.433
C -0.2592 -2.1610 -3.3796 -0.699
C 1.1800 -0.2759 -2.2370 -0.032
N 1.8158 -0.1539 -0.8920 -0.366
O 1.4139 0.9960 -0.1712 -0.590
B 2.5429 1.8957 0.4541 1.289
F 3.6716 1.7383 -0.2807 -0.504
F 2.0161 3.1486 0.5108 -0.510
O 2.7245 1.3959 1.8691 -0.511
N 2.4191 0.0957 1.9474 -0.194
C 3.0111 -0.6767 2.7773 0.235
C 4.0417 -0.2529 3.7552 -0.690
C 2.3126 -0.4439 -3.2522 -0.589
H 2.5645 -4.1255 3.1774 0.248
H 2.7931 -2.9492 4.4995 0.240
H 4.0961 -3.2485 3.3624 0.249
H -0.2184 -3.2410 -3.2442 0.266
H 0.3056 -1.8707 -4.2582 0.246
H -1.3089 -1.9004 -3.5338 0.267
H 4.4590 0.7075 3.4617 0.271
H 4.8329 -0.9963 3.8344 0.246
H 3.5920 -0.1439 4.7459 0.253
H 1.9364 -0.4356 -4.2729 0.226
H 2.8528 -1.3722 -3.0644 0.228
H 2.9991 0.3911 -3.1296 0.255
C -2.0228 -3.0104 2.0040 -0.082
C -1.8780 -1.5540 1.6671 -0.064
C -1.0111 -0.7342 2.4094 -0.256
C -0.8736 0.6227 2.0881 -0.045
C -0.1504 1.5848 2.9907 -0.641
C -1.5545 1.1103 0.9609 -0.188
C -2.4486 0.3247 0.2473 0.037
C -3.2164 0.8703 -0.9195 -0.641
C -2.6184 -1.0056 0.6363 -0.155
H -0.8384 -4.6198 1.8249 0.529
H -2.9598 -3.4170 1.6243 0.218
H -1.9636 -3.1679 3.0798 0.210
H -0.5040 -1.1326 3.2819 0.233
H -0.8914 2.1248 3.5833 0.246
H 0.4247 2.3174 2.4270 0.258
H 0.5187 1.0735 3.6812 0.220
H -1.4151 2.1483 0.6782 0.245
H -2.7292 0.5847 -1.8546 0.236
H -3.2645 1.9575 -0.8949 0.238
H -4.2300 0.4705 -0.9360 0.234
H -3.3125 -1.6325 0.0901 0.237
C 0.3465 0.8894 -2.5237 -0.062
C -0.3551 1.8505 -2.6839 0.075
C -1.1717 3.0253 -2.7623 -0.077
C -2.2002 3.1371 -3.6961 -0.200
C -2.9971 4.2702 -3.7073 -0.203
C -2.7736 5.2901 -2.7923 -0.193
C -1.7441 5.1838 -1.8660 -0.194
C -0.9397 4.0565 -1.8472 -0.210
H -2.3670 2.3397 -4.4086 0.222
H -3.7929 4.3603 -4.4345 0.227
H -3.3988 6.1728 -2.8057 0.226
H -1.5630 5.9845 -1.1614 0.225
H -0.1260 3.9646 -1.1378 0.236
```

(4)
DFT (wB97M-V/def2-TZVPD) results for 5 unconnected molecules or ions with the total composition C25H29BF5O10 in a non-equilibrium geometry.

Summary:
total charge	-1
frontier orbital gap	0.23534	Eh
max |F|	0.02494	Eh/bohr

The geometry in XYZ format:
```
70
Properties=species:S:1:pos:R:3:nbo_charge:R:1
O -2.0384 1.7895 3.6162 -0.755
C -2.2029 0.9155 2.7331 0.471
O -2.8500 1.0336 1.6572 -0.760
B -1.6053 -0.5271 2.9445 0.454
C -0.5052 -1.0812 1.8977 0.400
F -0.0480 -2.3247 2.3523 -0.378
F -1.0744 -1.2452 0.6662 -0.345
C 0.7306 -0.2170 1.7966 -0.088
C 1.5598 -0.1299 2.9124 -0.170
C 2.7198 0.6270 2.8544 -0.226
C 3.0350 1.3031 1.6807 -0.186
C 2.2006 1.2307 0.5689 -0.177
C 2.6000 2.0506 -0.6331 0.978
F 3.9469 2.1847 -0.7146 -0.347
F 2.2217 1.5584 -1.8120 -0.316
F 2.0605 3.2825 -0.5252 -0.332
C 1.0432 0.4544 0.6260 -0.067
H -1.9765 -1.2133 3.8314 -0.048
H 1.2950 -0.6587 3.8180 0.225
H 3.3834 0.7019 3.7050 0.207
H 3.9347 1.9018 1.6330 0.211
H 0.3718 0.3853 -0.2080 0.243
O 1.6648 -1.0214 -1.4083 -0.569
C 1.7621 -2.0366 -2.0314 0.799
O 0.8958 -3.0602 -1.8674 -0.491
C 1.2839 -4.1825 -2.6693 -0.086
C 2.1573 -3.5968 -3.7701 -0.427
C 2.8173 -2.4124 -3.0573 -0.528
H 1.8351 -4.8919 -2.0468 0.172
H 0.3899 -4.6664 -3.0479 0.237
H 2.8578 -4.3174 -4.1887 0.215
H 1.5307 -3.2256 -4.5833 0.207
H 3.7334 -2.6938 -2.5361 0.233
H 3.0100 -1.5813 -3.7302 0.237
O -1.6766 -5.0212 -2.8932 -0.608
C -2.2743 -3.9849 -2.7693 0.804
O -2.9571 -3.4056 -3.7829 -0.501
C -3.4684 -2.1246 -3.3544 -0.070
C -3.5248 -2.2000 -1.8361 -0.432
C -2.3504 -3.1219 -1.5262 -0.537
H -2.7862 -1.3477 -3.7059 0.178
H -4.4456 -1.9643 -3.8047 0.189
H -3.4639 -1.2274 -1.3514 0.254
H -4.4578 -2.6730 -1.5238 0.201
H -1.4147 -2.5735 -1.4225 0.276
H -2.5225 -3.7318 -0.6444 0.248
O -3.3935 -1.2474 5.2007 -0.540
C -4.5637 -1.0415 5.1187 0.795
O -5.3097 -1.4333 4.0514 -0.487
C -6.6487 -0.9434 4.1794 -0.071
C -6.8437 -0.6869 5.6690 -0.427
C -5.4360 -0.2892 6.1054 -0.528
H -6.7407 -0.0316 3.5851 0.187
H -7.3395 -1.6889 3.7894 0.184
H -7.6045 0.0634 5.8796 0.213
H -7.1370 -1.6123 6.1695 0.199
H -5.2549 0.7792 5.9816 0.250
H -5.2130 -0.5925 7.1243 0.231
O 6.8539 7.5270 -3.9191 -0.573
C 6.2116 6.6876 -3.3576 0.791
O 6.1751 6.5698 -2.0084 -0.492
C 5.4057 5.4089 -1.6298 -0.070
C 4.5159 5.1263 -2.8225 -0.431
C 5.3683 5.5970 -3.9951 -0.528
H 6.0916 4.5855 -1.4211 0.179
H 4.8360 5.6285 -0.7307 0.205
H 4.2070 4.0848 -2.8811 0.234
H 3.6171 5.7421 -2.7641 0.212
H 6.0314 4.8117 -4.3618 0.232
H 4.7735 5.9952 -4.8119 0.239
```

Highest occupied orbital energy, record by record: -0.2396; -0.2692; -0.4149; -0.1504 hartree
E_tot, record by record: -45638.835; -44796.402; -75884.515; -61136.810 eV